Record 1
Entry from OMol25: a 10-piece molecular cluster, C40H101N7O13S3 overall at a distorted geometry (wB97M-V/def2-TZVPD).

Summary:
orbital gap: 9.0 eV
LUMO energy: 0.51 eV
SMILES: O=S1(=O)CCCC1.O=S1(=O)CCCC1.O=S1(=O)CCCC1.COC[C@H](C)N.COC[C@H](C)N.COC[C@H](C)N.COC[C@H](C)N.COC[C@H](C)N.COC[C@H](C)N.COC[C@H](C)N
HOMO level: -8.4714 eV

```
164
C40H101N7O13S3, DFT wB97M-V/def2-TZVPD
C -0.888 4.576 0.267
C -2.346 4.857 0.703
C -2.390 5.807 1.932
O -1.823 5.214 3.069
C -1.636 6.107 4.068
N -3.167 5.285 -0.387
H -0.147 4.238 0.994
H -0.377 5.538 0.141
H -0.818 3.927 -0.603
H -2.686 3.902 1.112
H -3.385 6.155 2.238
H -1.993 6.781 1.619
H -1.298 5.707 5.025
H -2.585 6.604 4.316
H -0.967 6.941 3.827
H -3.011 6.183 -0.837
H -4.130 5.534 -0.177
C 5.547 3.250 -1.822
C 4.388 2.282 -2.013
C 3.295 2.162 -0.956
O 4.007 1.543 0.115
C 3.763 0.127 0.199
N 3.627 2.795 -3.239
H 6.266 3.273 -2.640
H 6.023 2.976 -0.877
H 5.226 4.285 -1.689
H 4.802 1.308 -2.276
H 2.385 1.648 -1.267
H 3.045 3.189 -0.679
H 4.310 -0.300 1.036
H 4.011 -0.332 -0.760
H 2.714 -0.100 0.410
H 4.287 3.314 -3.804
H 2.937 3.464 -2.921
C 0.209 -5.357 -3.785
C 1.480 -5.376 -2.981
C 2.726 -5.027 -3.850
O 2.824 -5.939 -4.947
C 4.150 -6.411 -5.197
N 1.407 -4.610 -1.768
H 0.015 -4.394 -4.263
H -0.635 -5.474 -3.101
H 0.086 -6.134 -4.537
H 1.564 -6.341 -2.471
H 3.637 -5.101 -3.249
H 2.778 -4.005 -4.239
H 4.513 -7.160 -4.490
H 4.801 -5.541 -5.077
H 4.298 -6.833 -6.190
H 1.054 -3.675 -1.954
H 2.229 -4.443 -1.198
C -2.175 -3.016 1.902
C -3.727 -3.098 1.761
C -4.222 -4.196 0.812
O -3.865 -4.128 -0.544
C -2.565 -4.510 -0.908
N -4.310 -3.176 3.098
H -1.811 -4.043 1.865
H -1.992 -2.585 2.887
H -1.800 -2.371 1.109
H -4.061 -2.183 1.267
H -5.303 -4.038 0.753
H -4.089 -5.206 1.214
H -2.522 -4.715 -1.979
H -2.117 -5.368 -0.401
H -1.849 -3.685 -0.836
H -3.861 -3.910 3.630
H -5.296 -3.394 3.017
C -2.412 0.800 -0.260
C -0.989 0.380 -0.646
C -0.075 0.350 0.587
O -0.158 1.561 1.307
C 0.071 1.346 2.729
N -0.964 -0.947 -1.333
H -3.046 0.492 -1.096
H -2.428 1.886 -0.207
H -2.791 0.156 0.536
H -0.802 1.165 -1.386
H 0.968 0.088 0.389
H -0.505 -0.487 1.148
H -0.078 2.339 3.154
H 1.081 1.061 3.033
H -0.622 0.600 3.122
H -1.319 -0.798 -2.267
H -0.018 -1.283 -1.464
C 1.790 5.347 3.110
C 2.127 4.389 4.259
C 2.861 3.203 3.575
O 3.220 2.092 4.398
C 3.940 1.071 3.724
N 2.860 5.197 5.247
H 1.364 4.851 2.238
H 2.685 5.939 2.928
H 0.964 5.971 3.453
H 1.185 4.069 4.713
H 3.711 3.645 3.048
H 2.185 2.817 2.808
H 3.268 0.590 3.007
H 4.406 0.375 4.417
H 4.716 1.454 3.055
H 2.374 5.738 5.949
H 3.388 4.550 5.824
C -3.696 1.785 2.648
C -4.191 2.209 4.050
C -3.073 1.899 5.102
O -3.215 2.487 6.396
C -4.326 2.053 7.158
N -4.337 3.696 4.011
H -3.549 0.706 2.736
H -2.717 2.248 2.536
H -4.479 2.028 1.934
H -5.184 1.858 4.336
H -2.150 2.291 4.671
H -2.856 0.827 5.152
H -4.865 1.189 6.772
H -5.036 2.886 7.185
H -4.044 1.939 8.205
H -3.379 3.845 3.701
H -4.244 3.974 4.985
C -4.767 -0.561 -5.139
C -4.630 -0.877 -3.676
C -3.884 -2.189 -3.542
S -2.565 -2.091 -4.783
O -2.327 -3.421 -5.363
O -1.507 -1.284 -4.187
C -3.502 -0.999 -5.920
H -5.181 0.425 -5.346
H -5.473 -1.235 -5.630
H -5.493 -0.815 -3.014
H -3.997 -0.082 -3.268
H -4.419 -3.116 -3.760
H -3.430 -2.456 -2.586
H -3.887 -1.631 -6.719
H -2.835 -0.268 -6.374
C 3.788 -0.444 -4.755
C 2.873 -1.137 -5.818
C 1.420 -1.259 -5.212
S 1.401 -0.240 -3.663
O 1.487 -1.221 -2.567
O 0.377 0.780 -3.835
C 3.042 0.597 -3.956
H 4.658 -0.184 -5.363
H 4.282 -1.115 -4.049
H 3.305 -2.131 -5.936
H 2.817 -0.654 -6.790
H 1.061 -2.225 -4.863
H 0.753 -0.844 -5.963
H 3.620 0.890 -3.083
H 2.718 1.457 -4.541
C 1.492 -4.025 2.668
C 1.206 -2.778 1.828
C 2.482 -2.226 1.191
S 3.651 -3.617 1.113
O 4.794 -3.258 1.967
O 3.813 -3.946 -0.294
C 2.550 -4.831 1.907
H 0.525 -4.524 2.595
H 1.683 -3.834 3.723
H 0.619 -2.010 2.328
H 0.614 -3.072 0.958
H 3.013 -1.541 1.854
H 2.337 -1.798 0.201
H 3.107 -5.557 2.499
H 2.240 -5.372 1.012
```

---

Record 2
Entry from OMol25: a 12-piece molecular cluster, C40H104O40P8 overall at a distorted geometry (wB97M-V/def2-TZVPD).

Summary:
orbital gap: 10.0 eV
LUMO energy: 0.23 eV
energy above the lowest of the compared OMol25 structures with the same formula, charge and spin: 94.5 kcal/mol
SMILES: COP(=O)(OC)OC.COP(=O)(OC)OC.COP(=O)(OC)OC.COP(=O)(OC)OC.COP(=O)(OC)OC.COP(=O)(OC)OC.COP(=O)(OC)OC.COP(=O)(OC)OC.CCOC(C)=O.CCOC(C)=O.CCOC(C)=O.CCOC(C)=O
HOMO level: -9.7767 eV

```
192
C40H104O40P8, DFT wB97M-V/def2-TZVPD
C -14.528 9.540 -19.032
O -13.766 8.659 -19.839
P -14.020 7.026 -19.643
O -15.407 6.483 -19.732
O -12.941 6.384 -20.653
C -13.201 5.397 -21.671
O -13.371 6.696 -18.253
C -13.111 5.333 -18.027
H -14.509 10.588 -19.331
H -14.089 9.562 -18.035
H -15.590 9.307 -18.951
H -12.457 4.601 -21.664
H -13.103 5.963 -22.598
H -14.251 5.109 -21.719
H -13.510 4.990 -17.073
H -12.078 4.987 -18.041
H -13.404 4.675 -18.845
C -12.637 1.031 -16.909
O -12.040 1.884 -17.791
P -11.371 1.347 -19.234
O -10.820 -0.022 -19.193
O -10.367 2.593 -19.596
C -9.655 2.651 -20.782
O -12.609 1.487 -20.239
C -13.780 0.619 -20.236
H -12.812 0.022 -17.282
H -13.610 1.444 -16.642
H -12.206 1.130 -15.912
H -9.848 1.805 -21.441
H -8.582 2.540 -20.626
H -9.817 3.597 -21.299
H -14.653 1.259 -20.104
H -13.880 -0.132 -19.452
H -13.910 0.250 -21.253
C -4.388 6.806 -13.254
O -5.627 7.350 -12.684
P -6.472 8.433 -13.549
O -5.785 9.627 -14.144
O -7.573 8.834 -12.458
C -7.511 8.675 -11.070
O -7.198 7.617 -14.704
C -8.275 8.325 -15.416
H -4.494 5.729 -13.385
H -3.511 6.943 -12.620
H -4.263 7.084 -14.300
H -7.520 9.640 -10.563
H -6.633 8.170 -10.668
H -8.296 8.034 -10.668
H -9.313 8.208 -15.107
H -8.355 7.999 -16.453
H -8.111 9.403 -15.412
C -10.093 6.753 -21.526
O -8.835 7.359 -21.206
P -8.568 8.565 -20.168
O -8.897 8.176 -18.740
O -6.999 8.878 -20.303
C -6.085 7.864 -20.165
O -9.435 9.865 -20.717
C -10.788 10.059 -20.361
H -10.370 6.104 -20.695
H -10.077 6.172 -22.449
H -10.784 7.595 -21.510
H -5.220 7.993 -20.816
H -6.226 6.801 -20.363
H -5.633 7.981 -19.181
H -11.295 9.147 -20.046
H -11.329 10.604 -21.135
H -10.779 10.699 -19.478
C -0.205 5.110 -20.072
O -1.257 4.190 -20.344
P -2.889 4.478 -20.113
O -3.421 5.841 -20.455
O -3.647 3.306 -20.955
C -5.058 3.265 -21.016
O -3.050 3.972 -18.610
C -4.103 4.457 -17.801
H 0.375 4.902 -19.173
H -0.586 6.130 -20.037
H 0.461 5.046 -20.932
H -5.462 2.882 -21.953
H -5.569 4.222 -20.907
H -5.253 2.459 -20.308
H -4.621 3.603 -17.364
H -4.837 5.036 -18.361
H -3.695 5.179 -17.094
C -1.681 -2.088 -16.037
O -0.713 -1.399 -16.798
P -0.946 -0.929 -18.374
O -0.461 -1.943 -19.387
O -2.533 -0.553 -18.569
C -3.132 0.598 -18.074
O -0.222 0.440 -18.507
C 1.044 0.649 -19.125
H -1.184 -2.716 -15.297
H -2.308 -2.815 -16.553
H -2.397 -1.496 -15.467
H -3.261 1.246 -18.941
H -2.589 1.138 -17.298
H -4.105 0.266 -17.711
H 1.557 -0.293 -19.321
H 1.700 1.028 -18.342
H 0.886 1.342 -19.952
C -11.603 0.850 -12.055
O -12.465 0.214 -12.977
P -11.990 -1.198 -13.577
O -10.609 -1.077 -14.182
O -12.187 -2.250 -12.298
C -12.252 -3.708 -12.510
O -13.140 -1.631 -14.592
C -14.473 -1.250 -14.495
H -11.056 0.187 -11.384
H -12.329 1.356 -11.419
H -11.097 1.618 -12.638
H -13.230 -4.092 -12.220
H -11.575 -4.190 -11.804
H -12.235 -4.098 -13.528
H -14.901 -0.943 -15.450
H -14.663 -0.315 -13.968
H -15.014 -2.075 -14.032
C -11.498 4.713 -10.109
O -11.376 5.641 -11.186
P -10.916 5.057 -12.696
O -11.105 6.032 -13.805
O -9.376 4.480 -12.607
C -8.699 4.187 -13.757
O -11.914 3.733 -12.825
C -12.981 3.692 -13.830
H -12.306 5.093 -9.484
H -10.572 4.757 -9.537
H -11.549 3.679 -10.450
H -7.829 3.562 -13.555
H -8.348 5.096 -14.246
H -9.239 3.572 -14.477
H -13.751 2.995 -13.499
H -12.493 3.363 -14.747
H -13.406 4.638 -14.166
O -6.772 1.341 -18.056
C -7.827 1.408 -17.426
O -8.361 2.567 -17.091
C -7.774 3.770 -17.489
C -8.725 4.940 -17.212
C -8.553 0.168 -16.877
H -7.525 3.740 -18.550
H -6.789 3.893 -17.039
H -8.897 5.374 -16.227
H -9.647 4.750 -17.761
H -8.310 5.851 -17.644
H -9.602 0.238 -17.164
H -8.628 -0.075 -15.818
H -8.164 -0.759 -17.299
O -6.337 -4.030 -16.615
C -5.592 -3.107 -16.292
O -4.747 -3.175 -15.214
C -4.657 -4.307 -14.452
C -3.858 -5.447 -14.931
C -5.321 -1.987 -17.201
H -5.671 -4.653 -14.250
H -4.142 -4.064 -13.522
H -4.492 -6.135 -15.491
H -3.293 -5.980 -14.167
H -3.135 -5.011 -15.621
H -6.152 -1.932 -17.905
H -4.357 -2.268 -17.623
H -5.118 -1.169 -16.510
O -2.442 3.993 -13.463
C -2.993 3.058 -14.134
O -2.414 2.071 -14.842
C -0.997 1.779 -14.775
C -0.088 2.902 -15.305
C -4.455 3.019 -14.417
H -0.961 0.901 -15.419
H -0.756 1.518 -13.744
H -0.106 3.788 -14.671
H -0.588 3.287 -16.193
H 0.874 2.668 -15.762
H -4.753 3.801 -15.115
H -4.964 3.157 -13.463
H -4.612 2.008 -14.793
O -9.023 -5.572 -11.978
C -7.899 -5.152 -11.857
O -7.525 -3.855 -12.175
C -8.398 -2.905 -12.776
C -7.613 -1.633 -13.155
C -6.710 -6.015 -11.435
H -9.353 -2.804 -12.260
H -8.704 -3.395 -13.700
H -6.739 -2.022 -13.677
H -7.321 -1.089 -12.257
H -7.963 -0.915 -13.897
H -6.207 -5.395 -10.693
H -5.994 -6.249 -12.222
H -7.003 -6.969 -10.997
```